[1]
Molecular formula: C23H33BInN15OSTe4
Method: DFT, wB97M-V/def2-TZVPD

As for the expectation value of S²: 0.76. Its multiplicity is 2. The calculation puts the maximum force at 0.54 eV Å⁻¹. The net charge is +1. The total energy comes out at -94642.401 eV. The calculation puts the energy above the lowest of the compared OMol25 structures with the same formula, charge and spin at 58.84 kcal/mol.

Geometry as XYZ:
```
79
Properties=species:S:1:pos:R:3:lowdin_charge:R:1
In 0.04 -0.52 1.31 0.686
C -1.02 -4.09 0.16 -0.015
C -0.29 -3.23 -0.82 -0.364
C -0.25 -3.32 -2.22 -0.004
C 0.64 -2.34 -2.61 -0.054
N 1.11 -1.74 -1.50 0.005
N 0.54 -2.27 -0.41 0.015
B 2.06 -0.51 -1.43 -0.670
N 1.14 0.74 -1.33 0.020
C 1.36 2.00 -1.72 -0.046
C 0.16 2.67 -1.71 -0.015
C -0.78 1.74 -1.24 -0.358
C -2.25 1.90 -1.06 -0.029
N -0.19 0.56 -1.02 0.025
N 3.00 -0.62 -0.20 0.022
C 4.34 -0.79 -0.20 -0.039
C 4.73 -1.09 1.09 -0.003
C 3.55 -1.08 1.85 -0.375
C 3.37 -1.41 3.29 -0.071
N 2.52 -0.79 1.06 -0.015
N 2.94 -0.52 -2.68 -0.023
C 3.55 -1.60 -3.24 -0.099
C 4.51 -1.15 -4.10 -0.018
C 4.45 0.26 -4.00 -0.351
C 5.30 1.27 -4.70 -0.035
N 3.52 0.62 -3.14 0.120
H -0.54 -5.06 0.25 0.093
H -2.05 -4.27 -0.15 0.064
H -1.02 -3.62 1.15 0.068
H -0.79 -4.00 -2.86 0.107
H 0.95 -2.03 -3.59 0.131
H 2.34 2.32 -2.02 0.112
H -0.02 3.70 -2.01 0.105
H -2.55 2.93 -1.24 0.078
H -2.55 1.61 -0.04 0.044
H -2.79 1.27 -1.77 0.078
H 4.93 -0.70 -1.10 0.124
H 5.73 -1.29 1.43 0.107
H 3.79 -0.64 3.94 0.007
H 3.88 -2.34 3.52 0.090
H 2.31 -1.54 3.52 0.038
H 3.26 -2.60 -2.97 0.124
H 5.16 -1.74 -4.73 0.104
H 5.48 0.98 -5.73 0.077
H 6.26 1.37 -4.20 0.077
H 4.81 2.24 -4.69 0.074
C -4.72 -3.41 -1.07 0.003
C -4.42 -3.18 0.37 -0.355
N -4.88 -3.87 1.36 0.135
N -4.34 -3.27 2.46 0.029
C -3.56 -2.21 2.19 -0.813
S -2.75 -1.24 3.30 0.500
N -3.61 -2.16 0.82 -0.098
N -2.95 -1.21 0.05 0.131
H -5.23 -4.36 -1.17 0.094
H -3.80 -3.42 -1.66 0.077
H -5.37 -2.63 -1.46 0.091
H -4.54 -3.62 3.38 0.153
H -3.57 -0.91 -0.70 0.102
H -2.12 -1.62 -0.38 0.057
Te 0.30 0.85 4.41 0.225
Te 1.56 0.76 6.84 0.181
Te 3.73 1.95 5.78 0.182
Te 2.40 2.16 3.38 0.489
C -3.64 5.25 1.38 -0.010
N -2.54 4.37 1.71 -0.083
C -1.15 4.68 1.45 -0.018
C -0.49 3.34 1.79 -0.522
O 0.72 3.13 1.69 -0.238
N -1.43 2.47 2.21 0.112
C -2.61 3.09 2.10 -0.421
N -3.75 2.46 2.35 0.235
H -3.30 6.28 1.42 0.099
H -4.45 5.14 2.10 0.090
H -4.02 5.06 0.37 0.096
H -0.77 5.47 2.10 0.146
H -0.96 4.95 0.41 0.138
H -3.70 1.48 2.58 0.075
H -4.64 2.92 2.29 0.112
```

[2]
Molecular formula: C33H28N9O3OsS2
Method: DFT, wB97M-V/def2-TZVPD

As for the expectation value of S²: 6.04. Its multiplicity is 5. The calculation puts the maximum force at 0.53 eV Å⁻¹. The net charge is +3. The total energy comes out at -78339.744 eV.

Geometry as XYZ:
```
76
Properties=species:S:1:pos:R:3:lowdin_charge:R:1
Os 2.75 0.17 -0.94 1.684
C -9.71 3.19 2.25 0.008
O -9.03 3.17 0.97 -0.001
C -7.77 2.86 0.89 -0.237
C -6.96 2.51 1.99 0.035
C -5.65 2.20 1.78 0.032
C -5.08 2.23 0.48 -0.150
C -5.91 2.60 -0.62 0.012
C -7.22 2.91 -0.42 0.051
C -3.73 1.92 0.31 -0.185
N -2.92 1.73 1.43 0.223
C -1.67 1.95 1.28 -0.161
C -1.79 1.43 -1.04 -0.463
N -3.20 1.71 -0.96 0.112
C -0.80 1.63 -2.15 -0.064
C -0.78 2.06 -3.44 0.044
C 0.48 2.30 -4.04 0.052
C 1.71 2.08 -3.34 -0.056
N 1.76 1.71 -2.09 -0.018
C 0.49 1.44 -1.40 -0.420
C 0.62 1.60 1.18 -0.186
N 1.81 1.05 1.42 0.088
C 1.95 0.45 2.60 -0.067
C 0.93 0.37 3.55 0.006
C -0.33 0.87 3.26 0.067
C -0.48 1.50 2.03 -0.052
H -10.72 3.50 2.03 0.109
H -9.23 3.92 2.90 0.108
H -9.70 2.19 2.68 0.108
H -7.38 2.46 2.98 0.123
H -5.03 1.90 2.61 0.125
H -5.51 2.70 -1.62 0.122
H -7.87 3.22 -1.24 0.142
H -3.83 1.38 -1.67 0.160
H -1.68 2.25 -4.00 0.139
H 0.54 2.64 -5.06 0.130
H 2.64 2.20 -3.87 0.136
H 2.92 0.01 2.80 0.127
H 1.13 -0.13 4.49 0.128
H -1.15 0.76 3.95 0.141
N 2.49 -8.12 0.43 0.174
C 2.34 -6.81 0.17 -0.276
C 1.52 -6.01 1.01 0.002
C 1.35 -4.68 0.75 -0.046
C 2.01 -4.10 -0.36 -0.348
C 2.83 -4.88 -1.19 -0.038
C 2.99 -6.21 -0.93 0.004
S 1.86 -2.46 -0.70 0.724
O 2.78 -1.59 0.18 -0.469
O 2.26 -2.14 -2.07 -0.333
N 0.31 -2.09 -0.38 -0.064
C -0.06 -0.87 -0.67 -0.693
S -1.76 -0.43 -0.57 1.185
C -1.19 2.43 -0.04 -0.140
C 0.31 2.30 -0.12 -0.070
N 0.79 0.07 -1.05 -0.149
H 2.02 -8.56 1.20 0.125
H 3.05 -8.70 -0.16 0.126
H 1.01 -6.46 1.85 0.126
H 0.70 -4.09 1.37 0.119
H 3.32 -4.43 -2.05 0.123
H 3.60 -6.82 -1.58 0.128
H -1.58 3.42 -0.29 0.196
H 0.84 3.24 -0.21 0.181
C 8.10 -0.62 0.26 0.038
N 6.91 -0.04 -0.39 -0.090
C 6.92 0.92 -1.38 -0.008
C 5.63 1.19 -1.67 -0.100
N 4.82 0.39 -0.87 -0.175
C 5.65 -0.33 -0.11 -0.124
H 8.97 -0.27 -0.29 0.105
H 8.05 -1.70 0.21 0.106
H 8.16 -0.28 1.29 0.108
H 7.84 1.33 -1.77 0.143
H 5.22 1.89 -2.38 0.110
H 5.34 -1.08 0.60 0.145
```

> The highest maximum force belongs to which entry?

C23H33BInN15OSTe4